The following is a quantum chemistry calculation of a gas-phase ion, C11H16N3O (charge +1) at a distorted geometry, from the Open Molecules 2025 dataset.

Structure (XYZ):
```
31
Properties=species:S:1:pos:R:3:forces:R:3
C -2.306231 -2.153914 2.759283 0.090 -0.356 -0.910
N -1.977325 -0.814878 2.301595 0.841 0.908 -0.164
N -1.076828 -0.737200 1.452540 -1.588 -0.884 0.734
C -0.695580 0.643171 1.183999 1.461 0.925 -1.061
C 0.473307 0.841160 2.190778 0.063 0.015 -1.606
O -1.654842 1.642679 1.408079 0.636 -0.298 -0.519
C -0.367978 0.790457 -0.365595 -0.569 1.329 1.237
N -1.253139 1.501567 -1.000071 -0.661 0.125 2.146
C -1.373750 1.517760 -2.439680 2.328 -2.686 -0.448
C 0.866360 0.266981 -0.915398 -0.509 -4.118 1.246
C 1.805373 0.926135 -1.675042 -1.590 1.857 0.213
C 2.916307 0.258830 -2.157919 0.024 1.668 -1.632
C 3.081607 -1.100080 -1.973190 -2.303 1.557 1.572
C 2.211872 -1.803442 -1.117184 -0.902 3.512 -0.411
C 1.077443 -1.145860 -0.571517 2.350 0.716 -1.735
H -1.886172 -2.844871 2.056779 0.162 -0.635 -0.537
H -3.382817 -2.214924 2.713363 -0.300 -0.174 0.401
H -1.904876 -2.470217 3.725931 -0.186 0.862 0.149
H 0.243615 1.793793 2.597145 0.266 0.768 0.778
H 1.459218 0.829220 1.744141 0.136 0.095 -0.215
H 0.438589 0.045643 2.900232 -0.010 -0.233 0.702
H -2.235480 1.170001 1.973624 -1.894 -0.437 1.526
H -1.987211 1.993165 -0.314545 1.724 -1.480 -1.674
H -0.740779 0.557863 -2.811205 -0.989 2.790 0.481
H -2.346639 1.203383 -2.693417 -1.439 0.315 -0.303
H -1.082160 2.486429 -2.808547 0.073 0.023 -0.608
H 1.492663 2.003660 -1.872601 1.244 -1.367 -0.073
H 3.515348 0.892476 -2.869732 -0.178 -1.183 0.898
H 3.787846 -1.537976 -2.557130 2.213 -1.611 -1.062
H 2.470767 -2.761907 -0.858818 0.073 -2.335 0.430
H 0.431492 -1.779105 -0.005898 -0.566 0.331 0.445
```
Forces are in eV/Å.

Computed properties:
Total charge: +1
LUMO: -4.173 eV
HOMO-LUMO gap: 0.3265 hartree